# C30H51LuNOP3

A structure of composition C30H51LuNOP3 at a distorted geometry (ωB97M-V with the def2-TZVPD basis set, the OMol25 dataset).

Last column: Löwdin charge in e.
Geometry (Å):
Lu 0.80849 -0.00297 -0.03765  1.050
P 1.58097 2.52887 0.10891  0.933
P 1.69744 -2.51144 -0.31435  0.941
N 1.55352 0.15854 -1.97065  -0.412
C 1.85854 2.65984 -1.75084  -0.270
H 1.31711 3.56746 -2.06515  0.086
H 2.94297 2.86561 -1.83882  0.090
C 1.46504 1.44216 -2.63400  -0.318
H 0.46182 1.57831 -3.09108  0.103
H 2.14343 1.38618 -3.49245  0.116
C 1.58005 -0.99314 -2.84702  -0.318
H 2.29517 -0.75484 -3.64501  0.116
H 0.60981 -1.10441 -3.37728  0.104
C 2.00874 -2.32328 -2.16685  -0.268
H 3.10040 -2.47079 -2.27649  0.088
H 1.50247 -3.18536 -2.63344  0.084
C 0.17950 -3.57565 -0.14090  -0.543
C -0.33170 -3.61353 1.29725  -0.108
H -1.39524 -3.87468 1.27565  0.081
H -0.25964 -2.64550 1.80351  0.047
H 0.20088 -4.35129 1.91082  0.082
C 3.15416 -3.36897 0.39437  -0.548
C 3.00029 -3.65084 1.88279  -0.097
H 3.98240 -3.89825 2.29956  0.099
H 2.32616 -4.49267 2.06514  0.079
H 2.63143 -2.78124 2.42931  0.049
C 2.96273 3.32434 0.97515  -0.558
C 2.76820 3.34732 2.48841  -0.095
H 3.71931 3.61698 2.96099  0.099
H 2.48261 2.36773 2.87845  0.055
H 2.01058 4.07877 2.78782  0.078
C -0.03850 3.42144 0.42580  -0.543
C -0.61237 3.10718 1.80553  -0.104
H -1.67536 3.36905 1.80014  0.084
H -0.10723 3.67897 2.59388  0.080
H -0.56144 2.04560 2.07509  0.048
C 1.36407 -0.29225 2.20319  -0.093
C 3.60376 -4.61239 -0.38791  -0.087
H 2.86566 -5.42270 -0.32396  0.064
H 3.77653 -4.39351 -1.45148  0.077
H 4.55207 -4.97379 0.04351  0.101
C 3.34436 4.70210 0.41445  -0.088
H 4.26988 5.03881 0.91057  0.100
H 3.53080 4.67023 -0.66866  0.077
H 2.55969 5.44774 0.60184  0.066
C 0.06030 4.92353 0.17472  -0.095
H -0.95963 5.33402 0.09989  0.095
H 0.57483 5.43376 1.00084  0.080
H 0.57868 5.16870 -0.76207  0.077
C 0.34963 -4.98259 -0.71851  -0.094
H 0.92125 -5.62478 -0.03666  0.077
H -0.64901 -5.43437 -0.83740  0.098
H 0.84916 -5.00288 -1.69732  0.076
H -0.58789 -3.04297 -0.73188  0.087
H -0.71957 2.99268 -0.32938  0.073
H 3.93547 -2.59916 0.26632  0.106
H 3.79132 2.63058 0.74363  0.107
O 1.66448 -0.38946 3.31552  0.148
H 3.35188 0.11140 -0.64986  0.109
H 3.26433 0.03658 0.13864  0.036
C -2.22315 -0.40899 -2.40307  -0.259
P -2.03957 -0.03967 -0.60612  0.934
C -3.12244 1.44738 -0.42344  -0.370
C -3.06038 2.46870 -1.39756  -0.113
C -3.83104 3.63883 -1.26078  -0.056
C -4.63923 3.79305 -0.13214  -0.066
C -4.68326 2.81635 0.84532  -0.063
C -3.93421 1.63882 0.71004  -0.081
C -3.03205 -1.36742 0.20221  -0.387
C -3.11559 -1.38047 1.61541  -0.145
C -3.88791 -2.33970 2.26499  -0.068
C -4.53021 -3.33566 1.52999  -0.053
C -4.39786 -3.37675 0.13538  -0.052
C -3.65660 -2.39193 -0.52547  -0.088
H -1.67969 0.33925 -3.00098  0.034
H -3.28867 -0.39535 -2.68289  0.076
H -1.79117 -1.39426 -2.63610  0.042
H -2.42444 2.36270 -2.28254  0.098
H -3.77854 4.42569 -2.01785  0.118
H -5.21462 4.72153 -0.01041  0.124
H -5.28905 2.95610 1.74280  0.121
H -4.00680 0.88557 1.48471  0.085
H -2.57938 -0.63521 2.21120  0.101
H -3.95966 -2.33370 3.35917  0.122
H -5.09032 -4.11909 2.03836  0.119
H -4.83592 -4.19425 -0.43854  0.119
H -3.56306 -2.44631 -1.61628  0.101

Results
M	709.63	g/mol
highest occupied orbital energy	-13.67	eV
gap between HOMO and LUMO	6.93	eV
net charge	+2
strongest force on any atom	6.52	eV/Å
relative energy (zero: lowest compared OMol25 entry of this formula, charge and spin)	0.00	kcal/mol
LUMO energy	-6.740	eV
E_tot	-96948.499	eV


# C34H40GeN6O4S2Ti

A structure of composition C34H40GeN6O4S2Ti (ωB97M-V with the def2-TZVPD basis set, the OMol25 dataset).

Last column: Löwdin charge in e.
Geometry (Å):
Ti -0.28040 -0.24764 0.04692  0.972
C -2.28441 1.83185 1.71092  -0.074
C -1.33883 2.55564 2.41874  -0.061
C -0.32614 1.89834 3.11333  -0.038
C -0.27487 0.51326 3.13298  -0.038
C -1.25661 -0.21791 2.45882  -0.130
C -2.24205 0.43462 1.72106  -0.121
H -3.08570 2.33874 1.18588  0.123
H -1.40690 3.63541 2.45663  0.114
H 0.40968 2.46500 3.66724  0.122
H 0.49567 -0.00664 3.68848  0.130
H -1.30988 -1.29585 2.57511  0.124
H -3.04148 -0.13944 1.26504  0.089
N -1.49248 1.09228 -1.35923  -0.001
C -0.92063 2.45740 -1.39302  -0.275
C -1.28347 3.20035 -2.67611  -0.133
C -0.61362 4.54284 -2.96528  -0.168
C -0.78144 5.63758 -1.91419  -0.139
N 0.21256 5.58106 -0.83725  0.093
C 1.49594 5.88744 -0.99860  -0.441
N 1.92185 6.46584 -2.11906  0.238
N 2.36538 5.66106 -0.01460  0.220
C 0.55210 2.31231 -1.01690  -0.540
O 1.44737 3.00204 -1.42992  0.110
O 0.68839 1.38056 -0.07915  -0.142
H -1.40796 0.68229 -2.29066  0.005
H -2.49569 1.10604 -1.17622  0.098
H -1.34979 2.97825 -0.52556  0.135
H -2.36982 3.34101 -2.65879  0.131
H -1.08132 2.54990 -3.53125  0.099
H -1.05762 4.91356 -3.89200  0.127
H 0.44748 4.38918 -3.16186  0.105
H -1.76016 5.60185 -1.43360  0.137
H -0.73261 6.62964 -2.36822  0.126
H -0.02907 5.10494 0.01564  0.148
H 1.29216 6.68686 -2.86933  0.121
H 2.88453 6.73475 -2.23062  0.141
H 2.10948 5.07132 0.75928  0.131
H 3.35098 5.80151 -0.15951  0.137
O 1.16606 -2.84645 3.17223  0.065
C 2.19296 -3.40719 2.48171  -0.245
C 3.00199 -4.28537 3.19820  0.004
C 4.06771 -4.90295 2.57947  -0.046
C 4.34956 -4.66055 1.23384  -0.064
C 3.55265 -3.79247 0.52656  -0.014
C 2.46565 -3.14464 1.13322  -0.086
C 1.65493 -2.24184 0.31690  -0.348
O 0.54655 -1.69467 0.88648  -0.238
N 1.97159 -1.92761 -0.87884  0.061
N 1.05963 -1.03266 -1.48068  -0.163
C 1.31667 -0.98161 -2.74824  -0.879
S 0.40783 0.01402 -3.84975  0.965
C 1.66966 0.00132 -5.15035  -0.468
C 2.24222 -1.40179 -5.15779  -0.492
S 2.62294 -1.87902 -3.45363  1.022
H 0.64917 -2.32607 2.54008  0.045
H 2.76800 -4.46799 4.23707  0.127
H 4.68606 -5.58486 3.14702  0.116
H 5.18180 -5.15236 0.75274  0.110
H 3.74877 -3.59949 -0.51872  0.113
H 2.42640 0.75055 -4.92240  0.089
H 1.17105 0.24849 -6.08615  0.092
H 3.17174 -1.44753 -5.72371  0.092
H 1.53354 -2.11214 -5.58362  0.087
Ge -1.75159 -2.00622 -1.21953  0.973
C -0.91397 -3.73473 -1.25798  -0.353
C -0.55360 -4.26786 -2.49600  -0.122
C 0.11134 -5.48463 -2.57518  -0.068
C 0.42516 -6.18031 -1.41856  -0.060
C 0.06897 -5.66398 -0.17930  -0.061
C -0.59159 -4.44827 -0.10231  -0.123
C -3.48524 -1.90815 -0.36418  -0.383
C -3.77970 -2.63413 0.79148  -0.114
C -4.97510 -2.44223 1.46946  -0.060
C -5.89638 -1.51303 1.00343  -0.063
C -5.62880 -0.79390 -0.15278  -0.074
C -4.43239 -0.99273 -0.83058  -0.150
H -1.92625 -1.50803 -2.67065  -0.013
H -0.79805 -3.73993 -3.41154  0.093
H 0.37971 -5.89066 -3.54108  0.110
H 0.94338 -7.12733 -1.48049  0.112
H 0.31122 -6.20419 0.72576  0.115
H -0.84373 -4.05835 0.87834  0.094
H -3.07892 -3.37234 1.16698  0.098
H -5.19164 -3.02205 2.35594  0.115
H -6.83079 -1.36817 1.52792  0.113
H -6.36080 -0.09647 -0.53736  0.110
H -4.25968 -0.45204 -1.75698  0.092

Results
M	781.34	g/mol
highest occupied orbital energy (alpha / beta)	-12.42 / -12.42	eV
gap between HOMO and LUMO (alpha / beta)	6.65 / 6.65	eV
net charge	+2
strongest force on any atom	0.80	eV/Å
relative energy (zero: lowest compared OMol25 entry of this formula, charge and spin)	9.74	kcal/mol
LUMO energy (alpha / beta)	-5.770 / -5.770	eV
E_tot	-154329.620	eV


# C3H5BrN2

An isolated molecule of C3H5BrN2 at a distorted geometry (ωB97M-V with the def2-TZVPD basis set, the OMol25 dataset).

Last column: Löwdin charge in e.
Geometry (Å):
C -0.62867 0.79639 -0.19659  -0.129
C -3.23477 0.46631 0.17077  -0.629
C 0.81331 0.83999 0.06663  -0.144
N -1.07700 -0.43059 -0.16709  -0.062
N -2.48564 -0.63864 -0.06285  -0.140
Br -4.96979 0.05503 -0.00366  0.691
H 1.45195 0.73804 -0.80138  0.071
H 1.20023 1.71794 0.37248  0.011
H 1.23050 -0.03102 0.75622  0.111
H -0.39151 -1.16318 -0.12315  0.132
H -2.66002 -1.58696 -0.10468  0.088

Results
M	148.99	g/mol
highest occupied orbital energy	-7.82	eV
gap between HOMO and LUMO	8.30	eV
net charge	0
strongest force on any atom	4.63	eV/Å
relative energy (zero: lowest compared OMol25 entry of this formula, charge and spin)	106.93	kcal/mol
LUMO energy	0.480	eV
E_tot	-76208.701	eV


# C14H39NNaO4S4

A structure of composition C14H39NNaO4S4 at a distorted geometry (ωB97M-V with the def2-TZVPD basis set, the OMol25 dataset).

Last column: Löwdin charge in e.
Geometry (Å):
Na 16.19483 -0.80293 2.27133  0.194
C 15.37797 -4.95726 3.82676  -0.070
C 15.50037 -3.52515 3.29894  -0.252
N 16.88872 -3.07883 3.11760  -0.213
C 17.58809 -3.92382 2.12671  -0.222
C 18.84058 -3.25725 1.59116  -0.077
C 17.63739 -2.74477 4.30835  -0.240
C 17.02227 -1.58779 5.10954  -0.059
H 15.96775 -5.15797 4.72302  0.074
H 15.61847 -5.70265 3.07008  0.071
H 14.34751 -5.13288 4.15366  0.075
H 15.00383 -3.41520 2.33905  0.098
H 14.97872 -2.88844 4.01434  0.095
H 17.82236 -4.91672 2.52378  0.119
H 16.84193 -4.02962 1.33653  0.122
H 18.71989 -2.18288 1.48641  0.040
H 19.69960 -3.43878 2.24431  0.078
H 19.14179 -3.71911 0.64839  0.080
H 18.65209 -2.43397 4.04939  0.108
H 17.78319 -3.63010 4.95055  0.121
H 17.68155 -1.30943 5.93164  0.083
H 16.08558 -1.92282 5.55626  0.076
H 16.88405 -0.72360 4.45588  0.036
C 19.89343 2.22293 2.62776  -0.249
S 19.75093 0.57870 1.86760  0.899
O 18.43428 0.02212 2.37146  -0.570
C 19.36878 1.20491 0.18721  -0.227
H 20.74927 2.74943 2.21488  0.061
H 20.01362 2.07447 3.70170  0.056
H 18.92635 2.68937 2.47249  0.019
H 18.49003 1.83851 0.23172  0.041
H 19.16474 0.28872 -0.36706  0.052
H 20.26326 1.69434 -0.19266  0.060
C 16.04949 2.21593 5.59893  -0.218
S 16.30369 2.28915 3.79367  0.892
O 15.51332 1.11950 3.26163  -0.572
C 15.27124 3.77508 3.51441  -0.222
H 16.23330 3.21357 5.99908  0.056
H 16.75829 1.52525 6.04825  0.049
H 15.01907 1.91520 5.77020  0.069
H 15.87630 4.51487 2.98130  0.051
H 14.91448 4.26753 4.41556  0.054
H 14.44362 3.54758 2.84476  0.048
C 16.20896 0.75648 -2.23759  -0.248
S 15.20110 0.26818 -0.83237  0.882
O 16.16708 -0.50137 0.02272  -0.550
C 14.99226 1.93528 -0.10446  -0.226
H 17.04879 1.36534 -1.89913  0.046
H 15.68837 1.39642 -2.95622  0.064
H 16.50159 -0.15309 -2.75225  0.059
H 15.99822 2.33680 0.04775  0.048
H 14.47914 1.89405 0.85178  0.021
H 14.46281 2.59193 -0.79432  0.063
C 11.15737 -1.90623 1.91992  -0.245
S 12.56241 -1.19110 2.80903  0.871
O 13.79546 -1.38709 1.97402  -0.548
C 12.09788 0.52444 2.60234  -0.251
H 11.27416 -2.98674 1.90258  0.054
H 11.01702 -1.55030 0.89684  0.065
H 10.24754 -1.62459 2.45469  0.060
H 12.98178 1.13317 2.79093  0.022
H 11.25115 0.84777 3.20140  0.064
H 11.86031 0.64916 1.54078  0.060

Results
M	436.73	g/mol
highest occupied orbital energy	-10.54	eV
gap between HOMO and LUMO	8.48	eV
net charge	+1
strongest force on any atom	1.27	eV/Å
relative energy (zero: lowest compared OMol25 entry of this formula, charge and spin)	0.00	kcal/mol
LUMO energy	-2.058	eV
E_tot	-72582.381	eV


Look up the relative energy (zero: lowest compared OMol25 entry of this formula, charge and spin) of the fourth one.
0.00 kcal/mol